1.
221
Properties=species:S:1:pos:R:3:lowdin_charge:R:1 method="wB97M-V/def2-TZVPD" charge=+7 gap_ev=6.233 energy_ha=-3224.690615 lumo_energy_ev=-9.6011
C 8.766 -8.217 -5.281 -0.08
C 8.720 -6.699 -5.449 -0.23
C 7.390 -6.126 -4.999 -0.14
N 7.384 -4.630 -4.677 -0.23
C 7.886 -3.763 -5.869 0.06
C 5.974 -4.187 -4.229 -0.10
C 6.162 -2.972 -3.366 -0.16
C 7.452 -3.210 -2.641 -0.16
C 8.163 -4.285 -3.419 -0.11
H 9.734 -8.666 -5.503 0.09
H 7.921 -8.626 -5.834 0.09
H 8.593 -8.545 -4.256 0.08
H 8.680 -6.453 -6.511 0.11
H 9.623 -6.250 -5.034 0.12
H 7.095 -6.616 -4.072 0.12
H 6.542 -6.274 -5.668 0.14
H 8.962 -3.908 -5.960 0.11
H 7.746 -2.693 -5.713 0.11
H 7.351 -4.046 -6.776 0.11
H 5.350 -4.222 -5.122 0.14
H 5.613 -5.044 -3.661 0.13
H 6.052 -2.024 -3.893 0.12
H 5.422 -2.954 -2.566 0.12
H 8.035 -2.302 -2.491 0.13
H 7.273 -3.631 -1.652 0.12
H 9.220 -4.060 -3.558 0.14
H 8.121 -5.126 -2.727 0.14
C 7.233 2.089 3.726 -0.11
C 7.984 1.902 5.035 -0.25
C 9.279 2.800 5.105 -0.08
N 10.225 2.667 6.356 -0.22
C 11.230 1.518 6.121 0.05
C 9.504 2.602 7.735 -0.07
C 10.553 3.198 8.751 -0.11
C 11.085 4.394 7.892 -0.12
C 11.022 3.933 6.438 -0.13
H 7.118 3.167 3.619 0.08
H 6.288 1.547 3.710 0.08
H 7.888 1.779 2.911 0.08
H 8.218 0.841 5.131 0.11
H 7.239 2.233 5.759 0.10
H 8.785 3.771 5.141 0.13
H 9.806 2.640 4.165 0.14
H 11.618 1.700 5.118 0.11
H 10.659 0.598 5.989 0.10
H 11.905 1.388 6.966 0.12
H 9.296 1.573 8.030 0.13
H 8.585 3.188 7.748 0.13
H 11.302 2.420 8.901 0.11
H 10.290 3.539 9.752 0.13
H 12.089 4.568 8.278 0.13
H 10.477 5.295 7.974 0.12
H 12.010 3.798 5.999 0.14
H 10.603 4.663 5.744 0.13
C -0.252 -4.084 9.282 -0.07
C 0.272 -5.285 8.506 -0.26
C 1.495 -5.000 7.832 -0.16
N 1.911 -5.855 6.635 -0.26
C 2.021 -7.357 7.086 0.08
C 3.312 -5.354 6.095 -0.07
C 2.969 -4.157 5.232 -0.16
C 1.504 -4.372 4.761 -0.11
C 1.056 -5.748 5.445 -0.10
H -1.175 -4.278 9.828 0.09
H -0.511 -3.199 8.701 0.07
H 0.515 -3.649 9.922 0.09
H -0.462 -5.817 7.900 0.12
H 0.500 -6.001 9.296 0.13
H 2.347 -5.061 8.508 0.15
H 1.480 -4.017 7.361 0.13
H 2.830 -7.355 7.816 0.12
H 2.314 -7.815 6.142 0.10
H 1.062 -7.700 7.475 0.11
H 3.656 -6.057 5.336 0.14
H 4.035 -5.198 6.896 0.14
H 3.617 -4.153 4.357 0.12
H 3.044 -3.238 5.814 0.11
H 1.329 -4.449 3.688 0.11
H 0.918 -3.528 5.125 0.10
H 1.239 -6.514 4.691 0.14
H 0.013 -5.668 5.750 0.13
C -6.843 10.326 -3.652 -0.07
C -6.137 9.038 -3.124 -0.22
C -6.657 7.766 -3.865 -0.08
N -6.097 6.408 -3.232 -0.21
C -4.512 6.223 -3.408 0.08
C -6.593 6.318 -1.813 -0.12
C -6.488 4.839 -1.542 -0.17
C -6.900 4.163 -2.827 -0.16
C -6.758 5.199 -3.913 -0.10
H -6.443 11.040 -2.931 0.08
H -7.930 10.370 -3.718 0.09
H -6.393 10.639 -4.594 0.08
H -6.371 8.976 -2.061 0.10
H -5.053 9.137 -3.192 0.11
H -6.312 7.679 -4.895 0.13
H -7.745 7.790 -3.918 0.13
H -4.135 6.372 -4.420 0.11
H -4.371 5.162 -3.203 0.09
H -4.017 6.873 -2.686 0.10
H -5.893 6.873 -1.188 0.13
H -7.613 6.702 -1.789 0.15
H -5.422 4.685 -1.376 0.11
H -7.026 4.518 -0.649 0.13
H -6.492 3.171 -3.023 0.12
H -7.950 3.894 -2.712 0.12
H -6.237 4.804 -4.786 0.14
H -7.762 5.465 -4.245 0.14
C -9.458 -2.282 0.898 -0.09
C -8.858 -2.338 2.302 -0.22
C -7.365 -2.008 2.394 -0.11
N -6.714 -2.155 3.805 -0.21
C -6.767 -3.619 4.295 0.04
C -7.066 -1.094 4.876 -0.07
C -5.809 -0.674 5.640 -0.17
C -4.658 -1.414 5.046 -0.14
C -5.182 -1.775 3.648 -0.08
H -10.527 -2.208 0.698 0.09
H -9.149 -3.154 0.321 0.08
H -9.103 -1.351 0.455 0.07
H -9.271 -3.200 2.825 0.12
H -9.310 -1.455 2.754 0.11
H -7.139 -0.975 2.128 0.13
H -6.693 -2.606 1.779 0.13
H -6.146 -3.830 5.166 0.10
H -6.240 -4.217 3.551 0.10
H -7.777 -4.000 4.443 0.11
H -7.718 -1.657 5.544 0.13
H -7.649 -0.301 4.406 0.14
H -5.991 -0.703 6.715 0.13
H -5.847 0.410 5.529 0.12
H -4.597 -2.369 5.567 0.11
H -3.690 -0.938 5.200 0.13
H -4.720 -2.585 3.084 0.13
H -5.166 -0.895 3.004 0.13
C -3.555 11.034 5.996 -0.09
C -2.466 9.993 5.831 -0.22
C -3.013 8.513 5.544 -0.06
N -1.874 7.432 5.359 -0.23
C -0.784 7.590 6.481 0.05
C -2.526 5.995 5.292 -0.07
C -2.928 5.807 3.833 -0.15
C -1.691 6.428 3.142 -0.14
C -1.221 7.588 4.032 -0.12
H -3.165 11.909 6.517 0.09
H -4.357 10.618 6.605 0.08
H -4.006 11.426 5.084 0.09
H -1.789 10.023 6.685 0.10
H -1.793 10.301 5.030 0.10
H -3.598 8.498 4.624 0.13
H -3.690 8.265 6.361 0.13
H -0.233 6.662 6.333 0.10
H -1.245 7.624 7.468 0.11
H -0.119 8.446 6.366 0.11
H -1.677 5.328 5.437 0.13
H -3.334 5.895 6.016 0.14
H -3.001 4.766 3.518 0.12
H -3.882 6.302 3.650 0.11
H -0.873 5.708 3.119 0.12
H -1.906 6.738 2.119 0.12
H -0.172 7.318 4.155 0.13
H -1.463 8.596 3.697 0.13
C -1.943 1.250 -13.304 -0.09
C -1.950 1.236 -11.818 -0.25
C -0.625 0.666 -11.306 -0.14
N -0.467 0.798 -9.824 -0.23
C -1.748 0.256 -9.048 0.04
C -0.337 2.286 -9.402 -0.09
C 0.798 2.404 -8.417 -0.15
C 1.726 1.215 -8.770 -0.12
C 0.771 0.115 -9.267 -0.09
H -2.974 1.202 -13.654 0.09
H -1.566 0.323 -13.736 0.09
H -1.467 2.135 -13.727 0.10
H -2.718 0.545 -11.470 0.11
H -2.157 2.251 -11.479 0.12
H 0.244 1.028 -11.857 0.15
H -0.650 -0.421 -11.380 0.14
H -2.684 0.759 -9.293 0.10
H -1.455 0.337 -8.002 0.10
H -1.980 -0.799 -9.194 0.11
H -1.318 2.572 -9.021 0.13
H -0.096 2.769 -10.349 0.14
H 0.328 2.309 -7.438 0.12
H 1.422 3.298 -8.416 0.13
H 2.403 1.036 -7.935 0.13
H 2.229 1.630 -9.643 0.12
H 0.485 -0.630 -8.525 0.13
H 1.252 -0.403 -10.096 0.13
C -4.741 -3.844 -4.940 -0.07
C -4.314 -4.970 -3.959 -0.20
C -3.172 -5.842 -4.585 -0.10
N -2.694 -7.087 -3.805 -0.25
C -3.896 -8.074 -3.796 0.04
C -2.218 -6.880 -2.360 -0.09
C -0.773 -6.291 -2.465 -0.13
C -0.277 -6.852 -3.778 -0.15
C -1.441 -7.808 -4.298 -0.07
H -4.854 -4.335 -5.906 0.08
H -4.078 -2.980 -4.889 0.08
H -5.782 -3.594 -4.735 0.08
H -5.137 -5.595 -3.614 0.10
H -3.810 -4.494 -3.118 0.10
H -2.256 -5.263 -4.706 0.13
H -3.388 -6.251 -5.572 0.13
H -4.721 -7.698 -3.191 0.10
H -3.522 -8.993 -3.345 0.11
H -4.199 -8.289 -4.821 0.12
H -2.328 -7.783 -1.759 0.14
H -2.988 -6.265 -1.893 0.12
H -0.137 -6.711 -1.686 0.12
H -0.686 -5.205 -2.501 0.12
H 0.698 -7.333 -3.699 0.12
H -0.173 -6.068 -4.528 0.10
H -1.240 -8.791 -3.872 0.14
H -1.436 -7.899 -5.384 0.14
O 0.503 -1.077 -0.598 0.05
C -0.487 -0.438 -1.220 -0.95
O -0.614 -0.594 -2.427 -0.06
O -1.185 0.336 -0.517 -0.10
H 0.376 -0.412 0.083 0.07



2.
228
Properties=species:S:1:pos:R:3:lowdin_charge:R:1 method="wB97M-V/def2-TZVPD" gap_ev=8.913 energy_ha=-3720.005848 smiles=CC1(C)CCCC(C)(C)N1O.CC1(C)CCCC(C)(C)N1O.CC1(C)CCCC(C)(C)N1O.CC1(C)CCCC(C)(C)N1O.CC1(C)CCCC(C)(C)N1O.CC1(C)CCCC(C)(C)N1O.CC(C)O.CCO.CCO.CCO.CCO lumo_energy_ev=0.4780
C -1.828 1.215 -2.704 -0.03
C -1.224 2.619 -2.623 -0.49
C 0.356 2.550 -2.781 -0.01
C -1.769 3.493 -3.724 -0.12
C -3.261 3.848 -3.424 -0.17
C -3.415 4.492 -2.083 -0.17
C -3.001 3.577 -0.974 -0.50
C -2.974 4.400 0.331 -0.02
C -3.998 2.463 -0.797 -0.02
N -1.554 3.262 -1.315 -0.01
O -1.031 2.322 -0.276 -0.08
H -1.794 0.753 -1.743 0.05
H -2.862 1.136 -2.995 0.06
H -1.182 0.552 -3.332 0.10
H 0.908 1.989 -1.997 0.07
H 0.523 2.071 -3.758 0.07
H 0.797 3.562 -2.897 0.08
H -1.247 4.438 -3.701 0.11
H -1.586 3.027 -4.668 0.11
H -3.610 4.566 -4.205 0.12
H -3.987 3.016 -3.636 0.12
H -4.441 4.801 -1.916 0.12
H -2.822 5.411 -1.976 0.13
H -3.982 4.788 0.484 0.10
H -2.256 5.152 0.329 0.04
H -2.644 3.784 1.137 0.05
H -4.904 2.980 -0.587 0.08
H -3.747 1.740 -0.077 0.07
H -4.246 1.906 -1.647 0.05
H -0.386 2.942 0.167 0.09
C 0.800 5.813 4.000 -0.04
C 0.802 6.585 2.678 -0.50
C -0.530 7.204 2.415 -0.05
C 1.980 7.636 2.696 -0.14
C 2.187 8.316 1.328 -0.16
C 2.735 7.183 0.374 -0.14
C 1.765 5.982 0.169 -0.43
C 0.635 6.489 -0.824 -0.01
C 2.547 4.713 -0.328 -0.01
N 1.284 5.578 1.568 -0.04
O 0.233 4.590 1.416 -0.05
H 0.653 6.532 4.837 0.09
H -0.125 5.165 4.030 0.08
H 1.754 5.249 4.077 0.08
H -0.967 7.637 3.367 0.10
H -0.504 8.108 1.733 0.09
H -1.247 6.442 2.078 0.07
H 1.835 8.407 3.474 0.12
H 2.837 7.063 3.094 0.11
H 1.290 8.788 0.937 0.09
H 3.006 9.062 1.354 0.11
H 3.668 6.736 0.802 0.12
H 2.988 7.612 -0.600 0.11
H 1.013 6.816 -1.777 0.08
H 0.112 7.304 -0.416 0.04
H -0.180 5.793 -0.939 0.05
H 3.222 5.068 -1.151 0.10
H 1.778 4.061 -0.785 0.06
H 3.046 4.203 0.438 0.04
H 0.603 3.896 1.897 0.04
C 2.027 0.788 -6.614 -0.03
C 1.888 -0.394 -7.486 -0.52
C 0.957 -0.108 -8.617 -0.05
C 3.219 -0.846 -8.062 -0.16
C 4.135 -1.453 -7.067 -0.17
C 3.434 -2.661 -6.387 -0.13
C 2.149 -2.318 -5.698 -0.54
C 1.379 -3.588 -5.374 -0.04
C 2.370 -1.495 -4.431 -0.03
N 1.288 -1.639 -6.729 -0.02
O 0.054 -1.193 -6.081 -0.06
H 1.183 0.925 -5.995 0.07
H 2.917 0.757 -6.042 0.06
H 2.165 1.606 -7.274 0.08
H 0.877 -0.991 -9.263 0.09
H -0.041 0.137 -8.236 0.09
H 1.293 0.748 -9.183 0.08
H 3.064 -1.582 -8.838 0.12
H 3.672 0.042 -8.566 0.14
H 5.025 -1.850 -7.590 0.12
H 4.528 -0.790 -6.326 0.09
H 4.066 -3.143 -5.617 0.13
H 3.150 -3.412 -7.107 0.11
H 1.148 -4.105 -6.315 0.09
H 0.406 -3.401 -4.909 0.08
H 1.904 -4.261 -4.728 0.06
H 1.379 -1.139 -4.047 0.09
H 2.925 -0.567 -4.600 0.06
H 2.818 -2.084 -3.620 0.07
H -0.672 -1.596 -6.540 0.09
C -5.586 -2.358 -2.612 -0.05
C -4.578 -3.399 -2.362 -0.52
C -4.090 -4.068 -3.696 -0.02
C -3.246 -2.762 -1.834 -0.13
C -3.215 -2.488 -0.345 -0.18
C -3.719 -3.696 0.474 -0.14
C -5.136 -4.124 0.050 -0.54
C -5.486 -5.388 0.796 -0.03
C -6.119 -2.969 0.339 -0.02
N -4.950 -4.424 -1.361 -0.05
O -6.180 -5.037 -1.879 -0.06
H -5.468 -1.601 -1.833 0.06
H -5.295 -1.708 -3.478 0.11
H -6.651 -2.753 -2.626 0.11
H -3.575 -3.409 -4.381 0.08
H -3.483 -4.920 -3.453 0.08
H -5.005 -4.387 -4.131 0.06
H -2.423 -3.503 -1.969 0.11
H -2.943 -1.888 -2.421 0.12
H -2.194 -2.241 0.022 0.09
H -3.713 -1.557 0.067 0.12
H -3.746 -3.481 1.540 0.11
H -3.029 -4.545 0.436 0.11
H -5.510 -5.195 1.866 0.09
H -4.780 -6.177 0.547 0.09
H -6.489 -5.821 0.642 0.09
H -5.930 -2.015 -0.171 0.06
H -6.198 -2.764 1.413 0.09
H -7.138 -3.211 0.082 0.07
H -6.977 -4.542 -1.526 0.10
C 1.316 -3.775 -1.456 -0.02
C 1.099 -5.202 -1.031 -0.51
C -0.291 -5.511 -0.540 -0.03
C 1.499 -6.237 -2.126 -0.13
C 2.936 -6.038 -2.496 -0.18
C 3.765 -6.368 -1.228 -0.13
C 3.457 -5.478 -0.042 -0.48
C 4.083 -6.068 1.264 -0.01
C 4.057 -4.093 -0.258 -0.03
N 1.959 -5.543 0.124 -0.09
O 1.728 -4.838 1.277 -0.05
H 2.340 -3.577 -1.819 0.06
H 0.586 -3.498 -2.176 0.08
H 1.211 -3.200 -0.519 0.08
H -1.012 -5.402 -1.372 0.08
H -0.321 -6.579 -0.341 0.09
H -0.670 -4.899 0.304 0.08
H 1.340 -7.292 -1.778 0.14
H 0.900 -6.006 -2.978 0.10
H 3.258 -6.679 -3.341 0.12
H 3.042 -5.015 -2.830 0.07
H 4.839 -6.303 -1.430 0.12
H 3.712 -7.403 -0.906 0.12
H 3.934 -5.492 2.161 0.07
H 5.125 -6.298 1.081 0.08
H 3.627 -7.025 1.331 0.07
H 4.239 -3.840 -1.303 0.08
H 5.010 -4.169 0.194 0.07
H 3.473 -3.272 0.195 0.07
H 1.916 -3.925 1.195 0.02
C -4.899 1.829 5.780 -0.02
C -3.924 0.713 5.292 -0.52
C -4.438 -0.671 5.619 -0.04
C -3.708 0.755 3.810 -0.14
C -2.916 2.009 3.319 -0.13
C -1.661 2.044 4.251 -0.14
C -1.839 2.083 5.737 -0.58
C -0.462 1.836 6.322 -0.03
C -2.406 3.344 6.313 -0.03
N -2.624 0.893 6.011 -0.09
O -2.855 0.904 7.422 -0.05
H -4.910 1.833 6.880 0.09
H -4.587 2.735 5.330 0.04
H -5.964 1.774 5.513 0.09
H -5.412 -0.914 5.054 0.12
H -3.620 -1.390 5.368 0.08
H -4.672 -0.763 6.671 0.07
H -3.114 -0.106 3.470 0.11
H -4.672 0.760 3.265 0.13
H -2.473 1.893 2.334 0.09
H -3.450 2.961 3.401 0.11
H -1.095 2.936 3.975 0.11
H -1.129 1.154 3.990 0.11
H -0.326 2.158 7.375 0.09
H 0.212 2.489 5.693 0.10
H -0.193 0.756 6.227 0.09
H -2.907 3.181 7.262 0.09
H -3.031 3.970 5.677 0.08
H -1.507 3.970 6.428 0.09
H -2.789 -0.055 7.642 0.12
C -0.143 -2.510 5.530 -0.06
C -0.326 -3.363 4.302 -0.43
C -0.868 -2.450 3.192 -0.02
O 0.935 -4.026 4.050 -0.07
H 0.424 -1.598 5.365 0.07
H 0.255 -3.155 6.337 0.10
H -1.061 -2.171 5.889 0.04
H -1.033 -4.172 4.571 0.15
H -1.862 -2.150 3.473 0.06
H -0.965 -2.999 2.221 0.08
H -0.318 -1.605 3.008 0.04
H 0.762 -4.655 3.305 0.11
C 3.487 -1.374 4.200 -0.06
C 3.780 -2.229 2.965 -0.28
O 2.525 -2.573 2.386 -0.17
H 2.691 -1.922 4.824 0.09
H 3.098 -0.378 3.968 0.06
H 4.336 -1.370 4.903 0.08
H 4.350 -3.122 3.213 0.11
H 4.337 -1.663 2.219 0.11
H 2.055 -3.043 3.178 0.09
C 4.585 0.032 -2.081 -0.09
C 5.216 0.730 -0.890 -0.27
O 6.571 0.120 -0.840 -0.11
H 5.120 0.170 -2.963 0.06
H 3.599 0.406 -2.187 0.05
H 4.591 -1.034 -1.830 0.08
H 4.674 0.560 0.079 0.10
H 5.294 1.814 -1.035 0.11
H 7.103 0.453 -0.102 0.07
C 0.593 -0.544 -0.294 -0.06
C 1.937 -0.139 0.331 -0.27
O 1.758 0.166 1.711 -0.10
H -0.040 0.343 -0.358 0.05
H 0.064 -1.338 0.242 0.06
H 0.861 -0.921 -1.278 0.06
H 2.329 0.820 -0.178 0.13
H 2.693 -0.949 0.195 0.10
H 1.775 -0.714 2.092 0.04
C 4.407 3.441 4.141 -0.07
C 4.033 2.617 2.864 -0.34
O 2.646 2.557 2.625 -0.12
H 5.496 3.660 4.162 0.08
H 4.196 2.780 5.015 0.08
H 3.849 4.372 4.185 0.04
H 4.486 1.602 2.993 0.11
H 4.563 3.018 1.983 0.09
H 2.448 1.613 2.328 0.05